[1]
A cluster of 6 separate species, C46H99N5O6 in total, computed with wB97M-V/def2-TZVPD.

Last column: Mulliken charge in e.
Cartesian coordinates (Å):
1 C 6.064 2.024 -3.747  -1.8399
2 C 6.366 0.900 -2.758  1.3308
3 C 6.523 -0.434 -3.526  -1.7289
4 C 7.699 1.149 -1.991  -1.2028
5 C 7.959 0.163 -0.859  -0.8512
6 C 6.795 0.222 0.135  -1.1608
7 C 5.409 0.051 -0.502  1.8509
8 C 4.997 -1.425 -0.628  -1.8825
9 C 4.493 0.700 0.545  -1.7945
10 N 5.279 0.807 -1.756  0.9054
11 O 4.040 0.673 -2.394  -0.1138
12 H 5.795 2.900 -3.156  0.2714
13 H 6.876 2.195 -4.453  0.4613
14 H 5.229 1.794 -4.414  0.3705
15 H 5.590 -0.749 -3.993  0.3003
16 H 7.312 -0.327 -4.274  0.4725
17 H 6.937 -1.209 -2.879  0.3687
18 H 8.542 1.090 -2.687  0.4327
19 H 7.705 2.176 -1.618  0.3414
20 H 8.062 -0.860 -1.228  0.3521
21 H 8.874 0.361 -0.297  0.4221
22 H 6.895 1.117 0.742  0.4840
23 H 6.980 -0.701 0.694  0.3810
24 H 5.770 -2.072 -1.056  0.3080
25 H 4.136 -1.618 -1.274  0.3064
26 H 4.722 -1.850 0.338  0.4940
27 H 4.849 1.697 0.795  0.3826
28 H 4.336 0.144 1.471  0.5996
29 H 3.474 0.771 0.144  -0.2994
30 H 4.052 -0.215 -2.800  0.1622
31 C -2.010 -3.739 1.969  -1.6143
32 C -1.457 -4.555 0.808  1.4295
33 C 0.048 -4.206 0.616  -1.4463
34 C -1.429 -6.028 1.283  -1.3138
35 C -1.331 -7.031 0.084  -0.7250
36 C -2.498 -6.765 -0.850  -1.4245
37 C -2.452 -5.371 -1.467  1.7212
38 C -1.365 -5.284 -2.577  -1.7824
39 C -3.842 -5.185 -2.110  -2.0743
40 N -2.238 -4.416 -0.406  0.9310
41 O -2.342 -3.065 -0.799  -0.4554
42 H -2.000 -2.674 1.711  0.1050
43 H -3.069 -3.991 2.051  0.1911
44 H -1.438 -3.843 2.886  0.6561
45 H 0.143 -3.343 -0.050  0.0499
46 H 0.548 -3.955 1.551  0.4303
47 H 0.596 -5.014 0.129  0.2923
48 H -0.527 -6.171 1.873  0.3656
49 H -2.321 -6.353 1.821  0.3979
50 H -0.336 -6.952 -0.367  0.3434
51 H -1.330 -8.050 0.477  0.4161
52 H -3.341 -6.813 -0.149  0.3743
53 H -2.704 -7.552 -1.575  0.4538
54 H -0.728 -4.418 -2.429  0.2865
55 H -1.929 -5.206 -3.509  0.4671
56 H -0.769 -6.188 -2.707  0.3640
57 H -4.624 -5.339 -1.365  0.3738
58 H -4.027 -5.847 -2.955  0.5098
59 H -3.904 -4.170 -2.514  0.4887
60 H -3.297 -2.928 -0.827  -0.4240
61 C 1.603 3.133 2.521  -1.9556
62 C 0.762 2.408 3.627  1.7479
63 C 1.295 2.894 4.989  -1.9154
64 C -0.674 2.893 3.497  -1.3628
65 C -1.700 1.997 4.244  -1.0630
66 C -1.415 0.531 3.943  -1.0315
67 C 0.031 0.068 4.281  2.1121
68 C 0.242 -0.007 5.774  -1.8443
69 C 0.124 -1.310 3.576  -2.1447
70 N 0.888 0.955 3.476  1.4620
71 O 2.270 0.636 3.522  -0.5875
72 H 2.669 2.984 2.684  0.4190
73 H 1.413 2.628 1.570  0.0217
74 H 1.266 4.165 2.556  0.5841
75 H 1.516 3.957 4.876  0.4464
76 H 0.567 2.810 5.801  0.3290
77 H 2.157 2.322 5.329  0.3390
78 H -0.869 3.944 3.728  0.5551
79 H -1.022 2.912 2.455  0.2383
80 H -1.871 2.158 5.310  0.4466
81 H -2.689 2.244 3.843  0.4229
82 H -1.597 0.250 2.901  -0.1675
83 H -2.121 -0.133 4.454  0.5470
84 H 1.311 0.058 5.983  0.3079
85 H -0.013 -1.016 6.120  0.4951
86 H -0.482 0.615 6.293  0.3295
87 H 1.129 -1.699 3.770  0.4927
88 H 0.002 -1.366 2.495  -0.0300
89 H -0.670 -1.900 4.034  0.6123
90 H 2.340 0.141 2.698  0.2877
91 C 1.078 2.745 -3.587  -1.7853
92 C 0.992 4.259 -3.469  1.6657
93 C 0.626 4.854 -4.838  -2.0866
94 C -0.181 4.688 -2.573  -1.5715
95 C 0.126 4.605 -1.070  0.7988
96 C 1.401 5.401 -0.792  -1.3272
97 C 2.644 5.081 -1.643  2.2879
98 C 3.636 6.237 -1.514  -2.2133
99 C 3.325 3.797 -1.147  -1.0858
100 N 2.243 4.910 -3.064  0.2440
101 O 3.338 4.801 -3.943  -0.4932
102 H 1.060 2.319 -2.582  0.3388
103 H 0.148 2.330 -3.992  0.4689
104 H 1.845 2.466 -4.309  0.4348
105 H -0.310 4.420 -5.205  0.3878
106 H 0.559 5.938 -4.788  0.4836
107 H 1.306 4.556 -5.642  0.3653
108 H -0.520 5.696 -2.802  0.3948
109 H -0.942 3.934 -2.783  0.5085
110 H -0.662 5.010 -0.432  0.5138
111 H 0.257 3.572 -0.734  -0.7744
112 H 1.595 5.166 0.261  0.2450
113 H 1.176 6.469 -0.819  0.3537
114 H 4.426 6.223 -2.263  0.3379
115 H 3.982 6.427 -0.501  0.3514
116 H 3.067 7.120 -1.833  0.5507
117 H 3.648 3.974 -0.118  0.5698
118 H 4.117 3.467 -1.818  -0.3922
119 H 2.655 2.934 -1.074  -0.0560
120 H 3.590 3.865 -3.841  0.3926
121 C -5.299 1.092 1.879  -1.7541
122 C -5.323 -0.146 0.977  1.8172
123 C -4.217 -0.067 -0.086  -0.5758
124 C -5.112 -1.386 1.874  -1.0394
125 C -5.444 -2.740 1.250  1.0985
126 C -6.840 -2.673 0.678  -1.8996
127 C -7.097 -1.515 -0.313  1.7080
128 C -6.463 -1.806 -1.687  -1.4516
129 C -8.626 -1.494 -0.520  -2.0005
130 N -6.655 -0.298 0.370  0.3102
131 O -6.996 0.867 -0.362  -0.5108
132 H -6.085 1.075 2.638  0.4764
133 H -4.406 1.040 2.510  0.1662
134 H -5.349 2.024 1.323  0.4108
135 H -3.291 0.405 0.255  0.3717
136 H -3.838 -1.053 -0.378  -0.1523
137 H -4.460 0.354 -1.063  0.3143
138 H -4.083 -1.476 2.235  -0.4586
139 H -5.724 -1.214 2.764  0.6748
140 H -4.683 -3.006 0.510  -1.0461
141 H -5.280 -3.491 2.026  0.7569
142 H -7.486 -2.507 1.544  0.4302
143 H -7.140 -3.600 0.182  0.4606
144 H -6.663 -0.999 -2.392  0.3763
145 H -6.973 -2.695 -2.071  0.5191
146 H -5.407 -2.078 -1.695  0.0018
147 H -9.179 -1.444 0.413  0.3827
148 H -9.013 -2.172 -1.281  0.3671
149 H -8.798 -0.588 -1.123  0.5303
150 H -7.891 1.070 -0.070  0.3722
151 C 0.454 0.073 -0.061  0.6869
152 O -0.056 -0.803 -1.060  -0.5515
153 H 0.405 1.089 -0.454  0.1963
154 H -0.130 0.107 0.871  -0.6093
155 H 1.435 -0.206 0.333  -0.0383
156 H -0.762 -1.296 -0.626  0.1464

As for the structure (SMILES): CC1(C)CCCC(C)(C)N1O.CC1(C)CCCC(C)(C)N1O.CC1(C)CCCC(C)(C)N1O.CC1(C)CCCC(C)(C)N1O.CC1(C)CCCC(C)(C)N1O.CO. For the strongest force on any atom, the calculation gives 2.6 eV/A. The HOMO-LUMO gap comes out at 8.2 eV. The molar mass is 818.33 g mol⁻¹. As for the total charge: 0. The energy above the lowest of the compared OMol25 structures with the same formula, charge and spin is 26.75 kcal/mol. The calculation puts the lowest unoccupied orbital energy at 0.56 eV.

---

[2]
An isolated molecule of C13H19ClN2O5S, computed with wB97M-V/def2-TZVPD.

Last column: Mulliken charge in e.
Cartesian coordinates (Å):
1 C -1.841 4.020 -0.024  -0.5622
2 O -0.890 4.891 -0.595  -0.4439
3 C 0.452 4.574 -0.322  -0.4738
4 C 0.939 3.267 -0.970  -0.8381
5 N 0.798 2.129 -0.088  0.3326
6 C 1.851 1.411 0.328  0.4103
7 O 2.995 1.573 -0.047  -0.6889
8 C 1.496 0.312 1.350  -0.7454
9 N 0.295 -0.446 1.081  0.2252
10 C 0.249 -1.355 0.018  1.0220
11 C 0.984 -1.163 -1.143  -0.5636
12 C 0.876 -2.062 -2.193  -0.0680
13 Cl 1.803 -1.798 -3.622  -0.2384
14 C 0.025 -3.147 -2.112  -0.9129
15 C -0.693 -3.357 -0.946  -0.4963
16 C -0.571 -2.493 0.133  -0.1726
17 O -1.165 -2.697 1.345  -0.2861
18 C -2.280 -3.562 1.399  -1.0326
19 S -1.133 0.095 1.771  1.4066
20 C -1.209 -0.689 3.401  -1.1703
21 O -2.243 -0.271 0.949  -0.6947
22 O -0.965 1.504 2.027  -0.6748
23 H -1.629 3.826 1.033  0.2344
24 H -2.803 4.523 -0.114  0.3070
25 H -1.893 3.062 -0.554  0.2305
26 H 1.018 5.415 -0.727  0.3254
27 H 0.622 4.518 0.764  0.3550
28 H 0.371 3.095 -1.891  0.3415
29 H 2.001 3.341 -1.216  0.5055
30 H -0.078 2.018 0.406  -0.1043
31 H 1.353 0.800 2.316  0.4356
32 H 2.349 -0.369 1.416  0.3571
33 H 1.642 -0.316 -1.239  0.6563
34 H -0.072 -3.830 -2.941  0.4290
35 H -1.336 -4.219 -0.882  0.3918
36 H -1.985 -4.606 1.254  0.3461
37 H -2.699 -3.444 2.397  0.2666
38 H -3.030 -3.278 0.657  0.4181
39 H -0.619 -0.078 4.070  0.3971
40 H -2.247 -0.694 3.707  0.4228
41 H -0.821 -1.694 3.326  0.3501

As for the structure (SMILES): COCCNC(=O)CN(c1cc(Cl)ccc1OC)S(C)(=O)=O. For the strongest force on any atom, the calculation gives 1.1 eV/A. The HOMO-LUMO gap comes out at 9.0 eV. The molar mass is 350.82 g mol⁻¹. As for the total charge: 0. The energy above the lowest of the compared OMol25 structures with the same formula, charge and spin is 6.40 kcal/mol. The calculation puts the lowest unoccupied orbital energy at 0.38 eV.

---

[3]
A structure of composition C2H2CsFNaO2, computed with wB97M-V/def2-TZVPD.

Last column: Mulliken charge in e.
Cartesian coordinates (Å):
1 C 1.345 0.535 0.090  0.7665
2 C 2.525 1.174 0.549  -0.3702
3 O 1.253 -0.276 -0.784  -0.5289
4 F 0.271 0.899 0.843  -0.1799
5 H -2.757 -1.739 -0.291  0.2468
6 H 2.752 2.145 0.080  0.2774
7 Na -0.339 -1.772 -1.592  0.9758
8 Cs -3.084 0.237 1.418  0.9411
9 O -1.965 -1.202 -0.313  -1.1287

For the strongest force on any atom, the calculation gives 1.2 eV/A. The HOMO-LUMO gap (spin up / spin down) comes out at 7.1 / 7.1 eV. The molar mass is 232.93 g mol⁻¹. As for the total charge: +1. The energy above the lowest of the compared OMol25 structures with the same formula, charge and spin is 58.68 kcal/mol. The calculation puts the lowest unoccupied orbital energy (spin up / spin down) at -5.46 / -5.43 eV.

---

[4]
A structure of composition C26H44BCl3N3P2Pd, computed with wB97M-V/def2-TZVPD.

Last column: Mulliken charge in e.
Cartesian coordinates (Å):
1 Pd 0.086 0.315 -0.549  -0.6205
2 C -1.208 4.555 0.645  -1.9290
3 C -1.203 3.424 1.677  1.7576
4 C 0.226 3.291 2.225  -1.6430
5 C -2.129 3.773 2.848  -1.6412
6 P -1.485 1.781 0.797  0.8635
7 C -1.914 0.685 2.264  -1.6280
8 N -1.187 -0.568 2.139  0.4147
9 B -0.516 -0.961 0.874  0.0341
10 N 0.291 -2.144 1.279  0.8139
11 C 1.310 -2.724 0.413  -1.7722
12 P 1.402 -1.674 -1.137  0.5243
13 C 3.252 -1.594 -1.444  1.9486
14 C 3.489 -1.066 -2.862  -1.7600
15 C 3.777 -0.550 -0.449  -1.7166
16 C 4.019 -2.903 -1.230  -1.6251
17 C 0.513 -2.708 -2.418  2.0651
18 C 1.279 -3.960 -2.847  -1.8448
19 C -0.837 -3.130 -1.820  -1.5657
20 C 0.230 -1.811 -3.632  -1.5228
21 C 0.165 -2.340 2.593  0.6600
22 C 0.804 -3.258 3.448  -0.8817
23 C 0.499 -3.197 4.778  -0.6512
24 C -0.415 -2.225 5.308  -0.6813
25 C -1.034 -1.301 4.517  -0.8938
26 C -0.763 -1.345 3.134  0.8511
27 C -3.094 1.782 -0.201  2.0114
28 C -4.273 2.495 0.466  -1.7796
29 C -3.510 0.325 -0.455  -1.7367
30 C -2.818 2.420 -1.569  -1.5105
31 H -0.757 5.448 1.092  0.5340
32 H -2.219 4.820 0.335  0.2848
33 H -0.625 4.298 -0.245  0.3578
34 H 0.518 4.229 2.708  0.5491
35 H 0.942 3.078 1.428  0.2303
36 H 0.310 2.497 2.974  0.2718
37 H -1.819 4.743 3.253  0.5152
38 H -2.055 3.056 3.669  0.3436
39 H -3.170 3.859 2.564  0.2649
40 H -2.989 0.515 2.310  0.2581
41 H -1.617 1.180 3.184  0.5248
42 H 1.095 -3.767 0.184  0.3830
43 H 2.273 -2.688 0.919  0.7664
44 H 2.889 -0.174 -3.067  0.2285
45 H 3.265 -1.815 -3.622  0.2779
46 H 4.544 -0.790 -2.969  0.5444
47 H 3.264 0.402 -0.561  0.2198
48 H 4.846 -0.390 -0.625  0.5589
49 H 3.658 -0.875 0.589  0.2756
50 H 3.703 -3.687 -1.913  0.2962
51 H 3.927 -3.278 -0.208  0.3032
52 H 5.086 -2.724 -1.407  0.5240
53 H 1.560 -4.585 -1.995  0.3065
54 H 2.180 -3.717 -3.412  0.3250
55 H 0.638 -4.566 -3.498  0.5152
56 H -0.729 -3.861 -1.013  0.2417
57 H -1.432 -3.602 -2.610  0.6501
58 H -1.394 -2.274 -1.440  0.0103
59 H 1.141 -1.535 -4.166  0.2992
60 H -0.280 -0.896 -3.332  0.1182
61 H -0.419 -2.347 -4.333  0.5095
62 H 1.498 -3.994 3.060  0.5162
63 H 0.959 -3.904 5.458  0.4227
64 H -0.619 -2.229 6.373  0.4276
65 H -1.722 -0.576 4.931  0.5283
66 H -4.477 2.123 1.475  0.3081
67 H -5.174 2.316 -0.133  0.5027
68 H -4.130 3.573 0.513  0.3396
69 H -3.726 -0.225 0.466  0.3148
70 H -2.747 -0.219 -0.999  0.0713
71 H -4.426 0.332 -1.057  0.6355
72 H -2.588 3.483 -1.502  0.2841
73 H -3.710 2.313 -2.195  0.5139
74 H -1.993 1.921 -2.078  0.1222
75 Cl 1.242 4.967 -3.363  -0.0857
76 C 2.160 3.488 -3.132  0.7609
77 Cl 3.338 3.703 -1.859  -0.0928
78 Cl 2.959 2.978 -4.609  -0.0867
79 C 1.261 2.421 -2.676  -0.5286
80 N 0.608 1.590 -2.254  0.0172

For the strongest force on any atom, the calculation gives 1.4 eV/A. The HOMO-LUMO gap (spin up / spin down) comes out at 5.7 / 6.0 eV. The molar mass is 684.20 g mol⁻¹. As for the total charge: +1. The spin multiplicity is 3. The expectation value of S² is 2.0223. The energy above the lowest of the compared OMol25 structures with the same formula, charge and spin is 0.00 kcal/mol. The calculation puts the lowest unoccupied orbital energy (spin up / spin down) at -1.80 / -5.16 eV.

---

Number 1 is which compound?
C46H99N5O6

---

Which of these has the lowest molar mass?
C2H2CsFNaO2